No. 1
The following is a DFT calculation (ωB97M-V with the def2-TZVPD basis set) of an isolated molecule of CO2.

* E_tot: -188.61970 Ha
* frontier orbital gap: 13.4750 eV
* energy relative to the best compared isomer or geometry (same formula, charge and spin): 6.2 kJ/mol
* SMILES: O=C=O

The geometry in XYZ format:
```
3
Properties=species:S:1:pos:R:3:forces:R:3
O -0.39389 -0.41850 1.01702 0.43 0.08 0.29
O 0.35509 0.41402 -1.05106 -0.55 -1.18 3.60
C 0.03880 0.00448 0.03403 0.11 1.10 -3.89
```
Forces are in eV/Å.

Charges computed using Mulliken, reported in e:
1 O -0.3348
2 O -0.4119
3 C 0.7468

No. 2
The following is a DFT calculation (ωB97M-V with the def2-TZVPD basis set) of a structure of composition Ca3I.

* total charge: +5
* E_tot: -2328.12508 Ha
* frontier orbital gap: 9.3349 eV
* energy relative to the best compared isomer or geometry (same formula, charge and spin): 414.7 kJ/mol

The geometry in XYZ format:
```
4
Properties=species:S:1:pos:R:3:forces:R:3
I -16.04345 -3.39759 5.22178 -0.07 0.26 -0.78
Ca -16.53709 -4.94676 7.69764 -0.45 -1.59 2.00
Ca -16.66674 -0.54478 4.82614 -1.92 2.40 0.55
Ca -13.93060 -2.66194 3.29927 2.44 -1.07 -1.77
```
Forces are in eV/Å.

Charges computed using Mulliken, reported in e:
1 I -0.1023
2 Ca 1.6691
3 Ca 1.7244
4 Ca 1.7088

No. 3
The following is a DFT calculation (ωB97M-V with the def2-TZVPD basis set) of a structure of composition CaH2N7O22.

* total charge: -5
* E_tot: -2716.19539 Ha
* frontier orbital gap: 5.0270 eV
* energy relative to the best compared isomer or geometry (same formula, charge and spin): 287.5 kJ/mol

The geometry in XYZ format:
```
32
Properties=species:S:1:pos:R:3:forces:R:3
Ca -11.38329 6.95070 7.07567 -2.18 0.48 -1.14
O -12.35353 4.96409 3.26999 -0.38 0.71 0.23
O -9.70130 9.46847 3.93712 -0.14 -0.51 -2.11
O -10.28764 5.44432 2.97087 1.05 -0.01 -1.71
O -9.74907 3.31562 6.20197 1.77 -0.53 -0.76
O -13.04129 8.77245 6.71513 5.73 -5.79 -1.84
O -11.23296 10.74585 9.60000 0.95 0.36 -0.47
O -12.46867 6.58048 9.15213 2.43 0.15 -0.43
O -10.76935 8.93013 8.56087 -0.16 -1.21 0.32
O -10.20268 8.47200 5.70275 -1.10 -2.74 2.35
O -13.66688 5.49622 10.58290 1.63 -1.54 1.56
O -13.72022 10.65867 6.99018 -0.50 3.16 -0.22
O -11.17707 6.04690 4.73237 -0.72 1.72 3.78
O -14.23573 4.34305 7.34160 -0.34 -1.20 2.57
O -11.17323 4.27161 7.35303 -1.93 4.95 4.71
O -14.43135 7.20138 9.70685 -0.47 2.25 -0.41
O -8.51559 9.78683 5.61242 2.70 -0.35 1.85
O -14.62595 4.45227 5.31687 -1.88 -0.87 -4.21
O -13.59907 6.05336 6.30004 0.69 1.40 -0.81
O -9.44904 6.46124 8.14874 1.15 -0.46 0.45
O -15.07054 9.03453 7.20247 -1.88 -0.87 -0.21
O -11.80549 2.81682 5.98073 -1.35 -0.81 -0.76
O -9.70566 10.66597 8.01135 0.61 1.46 0.08
N -11.31613 5.52937 3.67521 0.59 -2.66 -2.78
N -9.42349 9.14417 5.10986 -0.74 3.87 -2.64
N -13.94475 9.44229 6.93332 -3.63 4.04 2.11
N -13.46521 6.46783 9.83011 -3.41 -1.21 0.03
N -10.55758 10.13544 8.70697 -1.14 -0.25 0.94
N -14.15612 4.95182 6.28734 0.98 0.32 2.66
N -10.94851 3.50716 6.50397 2.21 -3.85 -2.99
H -8.81901 6.96544 8.66360 -0.19 0.63 -0.15
H -9.70707 5.74085 8.72380 -0.36 -0.65 -0.01
```
Forces are in eV/Å.

Mulliken atomic charge list, values in e, 5 entries:
1 Ca 2.3253
2 O -0.6651
3 O -0.7277
4 O -0.7619
5 O -0.8137